# 1
80
Properties=species:S:1:pos:R:3:forces:R:3:lowdin_charge:R:1 method="wB97M-V/def2-TZVPD" gap_ev=5.8 de_lowest_kj_mol=104.7 homo_ha=-0.1632 charge=-1
Cs -0.1414 -0.5164 -1.1958 -1.21 1.71 0.49 1.07
O -2.4542 2.4867 6.3489 0.10 -0.05 -0.02 -0.06
C -3.1854 2.9278 5.2135 -0.09 0.05 -0.04 -0.21
C -2.7038 2.2019 3.9877 -0.02 -0.02 -0.01 -0.20
C -2.7302 2.8195 2.7470 -0.03 -0.03 0.07 -0.01
C -2.2895 2.1073 1.6439 -0.03 0.06 -0.02 -0.14
N -1.8120 0.8749 1.7073 0.06 -0.11 0.07 0.12
C -1.7671 0.2813 2.8996 -0.03 -0.06 0.09 -0.21
C -2.2252 0.9039 4.0596 0.01 0.07 -0.12 0.03
C -1.1312 -1.0765 2.9461 -0.12 0.04 0.06 -0.21
C -1.1012 -1.8339 4.1164 0.00 -0.03 -0.11 0.04
C -0.4704 -3.0690 4.1018 0.00 0.02 0.05 -0.19
C -0.3759 -3.9187 5.3401 0.08 -0.06 -0.01 -0.21
O -1.4287 -3.5942 6.2353 -0.06 0.08 -0.05 -0.06
C 0.1104 -3.4945 2.9181 0.04 -0.05 0.02 0.00
C 0.0336 -2.6777 1.8018 -0.09 -0.05 0.03 -0.11
N -0.5823 -1.5004 1.8108 0.15 0.01 0.06 0.07
H -2.7914 2.9461 7.1205 -0.04 0.01 0.08 0.08
H -3.0596 4.0076 5.0648 -0.01 -0.07 -0.02 0.12
H -4.2571 2.7280 5.3558 0.07 0.04 -0.05 0.13
H -3.0720 3.8398 2.6343 -0.02 0.05 0.00 0.11
H -2.3077 2.5577 0.6586 -0.01 0.04 -0.06 0.09
H -2.1630 0.4179 5.0188 -0.01 -0.02 0.08 0.11
H -1.5743 -1.4961 5.0236 -0.02 0.01 0.05 0.10
H 0.5961 -3.7407 5.8217 -0.04 -0.02 -0.07 0.13
H -0.4182 -4.9762 5.0529 0.01 0.07 0.00 0.12
H -1.3576 -4.1646 7.0028 0.01 -0.03 0.08 0.08
H 0.6128 -4.4506 2.8469 0.02 -0.03 0.01 0.11
H 0.4805 -2.9730 0.8601 0.12 -0.04 -0.06 0.07
C 0.6627 3.0724 4.3646 0.03 -0.07 0.06 -0.09
C 0.9951 1.8222 3.8598 -0.01 0.06 -0.07 -0.08
C 1.2882 1.6768 2.5125 -0.07 0.14 0.10 -0.02
C 1.2906 2.7998 1.6969 0.23 -0.09 -0.37 -0.25
C 0.9643 4.0563 2.1895 -0.01 -0.05 0.18 -0.04
C 0.6401 4.1827 3.5298 0.01 0.05 -0.02 -0.09
N 1.6478 2.5667 0.3289 0.10 0.58 0.23 0.09
N 2.1328 3.5630 -0.2352 -0.40 -0.63 0.09 0.08
C 2.4759 3.3023 -1.6086 0.10 0.31 0.37 -0.32
C 3.1157 4.3472 -2.2608 -0.02 -0.20 -0.16 -0.02
C 3.5174 4.1324 -3.5693 -0.04 -0.11 -0.02 -0.07
C 3.2655 2.8944 -4.1424 0.01 0.07 0.03 -0.05
C 2.6088 1.9260 -3.3886 0.05 0.05 -0.18 -0.11
N 2.2077 2.1261 -2.1424 0.02 -0.10 -0.12 0.13
H 0.3957 3.1719 5.4090 -0.01 0.02 0.01 0.10
H 0.9980 0.9564 4.5086 -0.02 -0.02 0.01 0.11
H 1.5049 0.7111 2.0782 0.03 -0.06 -0.04 0.11
H 0.9612 4.9072 1.5252 0.00 0.03 -0.05 0.10
H 0.3658 5.1520 3.9263 -0.01 0.02 0.02 0.10
H 3.2904 5.2768 -1.7405 -0.01 0.03 0.04 0.10
H 4.0215 4.9126 -4.1239 0.01 -0.01 -0.04 0.10
H 3.5659 2.6686 -5.1554 0.02 0.01 -0.04 0.10
H 2.3974 0.9488 -3.8035 0.01 -0.01 -0.02 0.09
Cl -3.1747 0.7786 -1.4420 -0.35 0.05 -0.21 0.50
C -3.3946 -0.1356 -2.9808 0.06 0.20 0.25 -0.70
C -2.4599 -1.0821 -3.3056 -0.15 -0.04 -0.03 -0.24
C -2.7391 -1.7611 -4.4684 0.19 -0.24 -0.10 -0.71
Cl -1.6419 -3.0716 -4.9726 -0.05 0.11 0.04 0.60
C -3.8361 -1.5166 -5.2865 -0.09 0.03 -0.06 -0.72
Cl -4.1213 -2.4025 -6.7522 0.02 -0.01 0.01 0.62
C -4.7378 -0.5224 -4.9089 -0.01 0.01 0.00 -0.72
Cl -6.1169 -0.1719 -5.8921 -0.04 0.01 -0.03 0.63
C -4.5212 0.1815 -3.7276 -0.11 0.03 -0.07 -0.72
Cl -5.6503 1.4065 -3.2402 -0.01 0.01 0.00 0.62
Br 3.1559 -4.7366 -0.0179 -0.01 0.00 0.07 0.72
C 2.9574 -4.0521 -1.7784 0.14 -0.18 -0.05 -0.61
C 3.6053 -4.7180 -2.8184 0.06 -0.07 -0.02 -0.20
C 3.4862 -4.2825 -4.1070 -0.05 0.07 0.05 -0.65
Br 4.3925 -5.2283 -5.4876 0.03 -0.04 -0.03 0.71
C 2.6919 -3.1480 -4.4093 0.11 -0.13 -0.10 -0.20
C 2.4910 -2.6508 -5.7158 0.03 -0.04 0.00 -0.05
C 1.6836 -1.5710 -5.9169 -0.09 0.03 0.02 -0.06
C 1.0738 -0.9721 -4.8009 0.05 -0.06 -0.07 -0.21
N 1.2634 -1.3862 -3.5753 0.32 -0.24 -0.21 0.01
C 2.0466 -2.4690 -3.3496 -0.03 0.01 0.05 -0.14
C 2.1617 -2.9134 -1.9489 0.03 0.04 -0.17 -0.47
O 1.5719 -2.3054 -1.0171 1.12 -1.16 0.11 -0.43
H 4.2040 -5.5906 -2.5932 0.00 0.01 -0.01 0.09
H 2.9703 -3.1502 -6.5471 0.00 0.01 -0.01 0.07
H 1.4893 -1.1906 -6.9101 0.00 0.01 -0.03 0.10
H 0.4015 -0.1292 -4.9313 -0.03 0.03 0.01 0.11

# 2
72
Properties=species:S:1:pos:R:3:forces:R:3:mulliken_spin:R:1 method="wB97M-V/def2-TZVPD" gap_ev="7.1 / 5.6" multiplicity=5 de_lowest_kj_mol=0.0 homo_ha="-0.4938 / -0.5132" charge=+2
Ru -0.3894 1.1710 -0.3011 -0.49 0.22 0.30 2.69
F 4.5354 2.2650 -1.7498 -0.02 -0.01 -0.01 0.00
C 3.6709 2.1159 -0.7496 0.07 0.01 -0.10 -0.03
C 2.3396 1.8719 -1.0427 0.15 -0.08 0.18 -0.02
C 1.4789 1.6764 0.0325 -0.11 -0.13 -0.17 -0.04
C 1.8837 1.8397 1.3736 0.04 0.12 0.00 0.06
C 3.2360 2.0655 1.5825 0.03 0.01 0.07 -0.03
F 3.7122 2.1667 2.8270 0.00 0.02 0.00 0.00
C 4.1447 2.1986 0.5464 -0.09 -0.02 0.02 0.12
C 0.8343 1.8116 2.4051 0.07 -0.10 -0.13 0.01
C 1.0021 2.0900 3.7566 0.01 -0.05 0.00 0.02
C -0.1012 2.0543 4.5922 -0.02 -0.01 0.03 0.00
C -1.3497 1.7383 4.0755 0.02 -0.01 0.01 0.02
C -1.4447 1.4777 2.7242 0.04 -0.03 -0.04 0.00
N -0.3861 1.5140 1.9103 -0.10 0.18 0.16 0.04
H 2.0217 1.8059 -2.0753 -0.01 -0.03 -0.01 0.03
H 5.1896 2.3824 0.7534 0.01 0.00 -0.01 0.00
H 1.9775 2.3317 4.1454 -0.01 0.01 0.00 0.00
H 0.0152 2.2735 5.6451 0.00 0.00 0.00 0.00
H -2.2299 1.6980 4.7004 0.00 0.00 0.01 0.00
H -2.3929 1.2198 2.2675 -0.01 0.03 0.01 0.01
Br -1.1816 6.2455 -0.9782 0.19 0.15 -0.02 0.06
C -2.4558 4.9345 -0.7980 -0.31 -0.20 0.03 0.16
C -3.8073 5.2511 -0.7626 0.03 -0.05 0.01 -0.08
C -4.7763 4.2699 -0.6325 0.29 -0.14 -0.01 0.23
Br -6.5489 4.7741 -0.5812 -0.23 0.06 0.00 0.08
C -4.4193 2.8710 -0.5404 -0.11 0.15 -0.02 0.00
C -5.3408 1.8150 -0.4585 0.02 -0.01 0.01 0.04
C -4.8750 0.5233 -0.4005 0.04 -0.02 -0.01 0.01
C -3.4990 0.2902 -0.4119 0.01 -0.02 0.01 0.00
N -2.6085 1.2735 -0.4807 -0.06 0.00 0.00 -0.03
C -3.0634 2.5467 -0.5514 0.11 -0.01 -0.06 0.11
C -2.0342 3.5689 -0.6828 0.00 -0.02 -0.05 0.14
O -0.8257 3.2262 -0.7077 0.01 0.07 0.08 0.33
H -4.1111 6.2860 -0.8397 0.01 0.01 0.00 0.00
H -6.4023 2.0211 -0.4492 0.00 0.00 0.00 0.01
H -5.5545 -0.3153 -0.3504 -0.01 0.00 0.00 0.00
H -3.1061 -0.7182 -0.3663 -0.02 -0.01 0.01 -0.01
C -1.5639 -5.9275 -0.4557 -0.01 -0.03 0.03 0.00
C -0.9682 -5.4059 -1.5931 0.01 0.07 -0.06 0.00
C -0.5160 -4.0912 -1.6093 -0.09 -0.12 0.06 0.00
C -0.6698 -3.3115 -0.4690 -0.17 0.05 0.10 0.00
C -1.2725 -3.8285 0.6760 -0.06 -0.03 -0.04 0.00
C -1.7195 -5.1408 0.6779 -0.02 0.02 0.00 0.00
Sb 0.2568 -1.4293 -0.3621 0.51 0.04 -0.46 -0.01
C 1.8964 -1.7975 0.8765 0.22 -0.03 0.32 0.02
C 3.0570 -2.4123 0.4137 -0.07 -0.11 -0.08 -0.01
C 4.1191 -2.6304 1.2796 0.02 0.01 0.06 0.00
C 4.0235 -2.2524 2.6118 -0.02 -0.01 -0.01 0.00
C 2.8552 -1.6729 3.0872 0.04 0.00 -0.01 0.00
C 1.7962 -1.4438 2.2218 -0.03 0.05 -0.01 -0.01
C 0.9783 -1.1944 -2.3291 0.02 -0.18 -0.30 -0.01
C 2.3134 -1.0258 -2.6891 0.01 0.04 0.12 0.01
C 2.6619 -0.8771 -4.0240 -0.02 0.03 -0.06 0.00
C 1.6842 -0.8921 -5.0100 0.01 0.01 0.01 0.01
C 0.3502 -1.0469 -4.6620 0.02 0.02 0.02 0.01
C 0.0001 -1.1937 -3.3271 -0.03 0.05 -0.01 0.03
H -1.9056 -6.9537 -0.4494 -0.01 0.00 0.00 0.00
H -0.8476 -6.0213 -2.4745 0.00 -0.01 0.00 0.00
H -0.0480 -3.7002 -2.5025 0.04 0.01 0.01 0.00
H -1.3900 -3.2286 1.5717 0.04 0.01 0.00 0.00
H -2.1848 -5.5499 1.5646 0.01 -0.01 0.00 0.00
H 3.1353 -2.7571 -0.6101 -0.01 0.04 0.00 0.00
H 5.0193 -3.1081 0.9168 0.00 0.00 -0.02 0.00
H 4.8524 -2.4264 3.2844 0.00 -0.01 0.00 0.00
H 2.7705 -1.4054 4.1323 -0.02 0.01 0.00 0.00
H 0.8871 -0.9968 2.6118 0.00 0.02 -0.02 0.00
H 3.0913 -0.9934 -1.9370 0.00 -0.03 0.01 0.01
H 3.7010 -0.7518 -4.2980 0.01 0.00 0.02 0.00
H 1.9617 -0.7809 -6.0494 0.01 0.00 0.00 0.00
H -0.4141 -1.0598 -5.4274 -0.01 0.00 0.00 0.00
H -1.0490 -1.3242 -3.0747 0.01 -0.02 0.01 0.01

# 3
82
Properties=species:S:1:pos:R:3:forces:R:3:lowdin_charge:R:1 method="wB97M-V/def2-TZVPD" gap_ev=6.1 de_lowest_kj_mol=175.6 homo_ha=-0.0777 charge=-2
Sr 0.1842 -1.1003 0.9118 0.54 -1.19 -2.96 1.28
Cl -5.8185 -3.1009 3.5388 0.30 0.00 0.00 0.58
C -4.0748 -3.0950 3.2883 -0.10 -0.02 -0.05 -0.68
C -3.5907 -2.9558 1.9954 0.05 0.03 -0.11 -0.06
C -2.2240 -2.9293 1.7050 0.48 -0.11 -0.33 -0.22
N -1.6991 -2.6829 0.3902 -0.93 -0.30 0.98 -0.01
C -2.4507 -3.0065 -0.6588 -0.10 -0.16 -0.23 -0.52
O -3.5505 -3.5906 -0.7308 0.04 0.10 0.19 -0.02
C -1.8922 -2.5870 -2.0080 0.24 -0.02 0.19 -0.22
C -2.7502 -1.9403 -2.8976 -0.01 0.08 -0.04 -0.03
C -2.2635 -1.5569 -4.1291 0.01 0.03 -0.06 -0.09
C -0.9444 -1.8595 -4.4558 -0.06 0.03 -0.03 -0.09
C -0.1777 -2.5240 -3.5180 -0.03 -0.03 0.27 -0.17
N -0.6292 -2.8749 -2.3086 0.05 0.08 -0.13 0.13
C -1.3051 -3.0315 2.8039 0.86 -0.13 -0.50 -0.22
C -1.8220 -3.2160 4.0835 0.14 -0.01 0.19 -0.06
C -3.1863 -3.2398 4.3334 0.07 -0.05 0.17 -0.68
Cl -3.7270 -3.4654 5.9942 0.03 0.05 -0.27 0.58
N 0.0831 -2.7684 2.5551 -0.81 -0.75 1.34 -0.07
C 1.0305 -2.9310 3.4925 -0.03 0.27 -0.22 -0.50
O 1.0696 -3.6737 4.4787 -0.11 0.02 0.10 -0.01
C 2.2296 -1.9468 3.3297 -0.62 -0.40 -0.45 -0.20
C 2.9514 -1.6012 4.4676 0.12 0.05 -0.14 -0.02
C 3.9011 -0.6033 4.3626 0.03 0.03 -0.01 -0.07
C 4.1305 -0.0001 3.1276 0.02 -0.14 0.14 -0.07
C 3.3929 -0.4294 2.0439 -0.28 -0.48 -0.06 -0.16
N 2.4459 -1.3814 2.1342 0.55 0.16 0.74 0.01
H -4.2946 -2.8579 1.1843 0.01 -0.05 -0.01 0.09
H -3.7689 -1.7445 -2.5901 0.02 -0.02 -0.03 0.11
H -2.8993 -1.0255 -4.8284 0.02 0.01 -0.01 0.10
H -0.5134 -1.5789 -5.4087 -0.02 0.02 0.01 0.09
H 0.8595 -2.7679 -3.7240 0.00 0.01 0.03 0.09
H -1.1310 -3.3111 4.9095 -0.03 -0.02 -0.04 0.10
H 2.7121 -2.1029 5.3939 0.02 0.01 0.00 0.11
H 4.4552 -0.2805 5.2374 0.00 -0.01 0.00 0.10
H 4.8634 0.7868 3.0019 -0.02 -0.01 0.04 0.09
H 3.5425 -0.0189 1.0522 -0.07 0.06 -0.01 0.07
S 2.2592 -1.1182 -1.2194 -0.01 0.45 -0.33 0.52
C 1.6757 0.2002 -2.1704 -0.56 0.61 -0.51 -0.80
N 2.2712 0.7795 -3.1719 0.38 -0.29 0.06 0.02
N 3.5112 0.3066 -3.4814 -0.37 0.25 -0.06 -0.03
C 4.1714 0.7642 -4.6003 -0.17 -0.32 0.55 -0.25
C 5.4238 0.2154 -4.8968 0.24 0.01 -0.23 -0.05
C 6.1341 0.6418 -6.0070 -0.03 -0.05 0.08 -0.12
C 5.6216 1.6239 -6.8504 -0.11 -0.02 0.12 -0.14
C 4.3747 2.1651 -6.5484 -0.03 -0.02 0.05 -0.12
C 3.6461 1.7498 -5.4408 0.03 0.13 -0.18 -0.04
N 0.3630 0.8606 -2.0830 1.32 -0.35 -0.56 0.04
N -0.4299 0.4404 -1.2527 -1.17 0.47 0.12 0.01
C -1.7278 1.1433 -1.3364 0.88 -0.83 0.30 -0.23
C -2.0252 2.1091 -2.2791 -0.01 0.32 -0.25 -0.04
C -3.2888 2.6779 -2.2897 -0.06 -0.05 0.08 -0.10
C -4.2559 2.2785 -1.3646 0.12 0.04 -0.11 -0.11
C -3.9482 1.2981 -0.4359 0.17 -0.09 0.01 -0.07
C -2.6773 0.7258 -0.4300 -0.48 -0.07 0.27 -0.03
H 3.8654 -0.4701 -2.9272 -0.05 0.04 -0.03 0.06
H 5.8297 -0.5508 -4.2445 0.00 0.03 -0.04 0.10
H 7.1017 0.1965 -6.2143 -0.03 0.03 0.00 0.09
H 6.1788 1.9575 -7.7168 -0.02 0.00 0.01 0.08
H 3.9521 2.9306 -7.1915 0.02 -0.03 0.03 0.09
H 2.6767 2.1702 -5.2089 0.06 -0.03 -0.01 0.09
H -1.2650 2.4017 -2.9921 -0.02 -0.01 0.04 0.10
H -3.5231 3.4356 -3.0281 -0.02 0.00 0.01 0.09
H -5.2432 2.7262 -1.3774 0.03 0.00 -0.02 0.09
H -4.6844 0.9573 0.2823 0.01 0.03 -0.03 0.11
H -2.4506 -0.0619 0.2777 -0.01 0.03 -0.03 0.08
O 1.0379 3.0495 0.9562 0.28 0.26 -0.34 0.07
C 0.4159 2.4201 1.7757 -0.01 -1.21 0.40 -0.50
N 0.4709 1.0322 1.9515 -0.19 2.20 0.67 -0.21
S -0.5578 0.5557 3.0933 -0.45 1.00 0.68 0.59
O -1.6419 -0.1886 2.4559 0.27 0.31 0.52 -0.37
O 0.0741 -0.0530 4.2325 -0.05 -0.09 -0.05 -0.26
C -1.1408 2.1482 3.5586 -0.50 -0.06 0.35 -0.21
C -2.0580 2.4853 4.5395 0.08 0.13 -0.10 -0.03
C -2.3428 3.8373 4.6864 0.04 0.05 -0.05 -0.08
C -1.7240 4.7948 3.8753 -0.01 -0.12 0.01 -0.08
C -0.8083 4.4195 2.8992 -0.07 0.15 0.06 -0.01
C -0.5298 3.0746 2.7575 0.15 -0.10 -0.18 -0.13
H -2.5294 1.7312 5.1580 0.03 0.02 -0.04 0.12
H -3.0573 4.1525 5.4376 0.02 0.02 -0.02 0.10
H -1.9664 5.8414 4.0101 -0.01 0.01 0.01 0.09
H -0.3179 5.1379 2.2542 -0.03 0.01 0.02 0.12

# 4
82
Properties=species:S:1:pos:R:3:forces:R:3:mulliken_spin:R:1 method="wB97M-V/def2-TZVPD" gap_ev="7.0 / 6.6" multiplicity=6 de_lowest_kj_mol=22.8 homo_ha="-0.1805 / -0.2026" charge=-1
Mn -1.9497 -1.2195 -1.8005 0.24 -0.29 0.18 3.96
Br -3.7400 -0.9471 2.9165 0.02 -0.03 -0.01 0.00
C -3.1745 -2.4919 1.9792 0.01 0.09 -0.02 0.01
C -3.2734 -3.7436 2.6040 0.00 -0.05 0.00 0.00
C -2.8782 -4.8796 1.9581 -0.02 0.06 0.02 0.01
Br -3.0143 -6.5449 2.8617 0.00 -0.03 0.01 0.00
C -2.3752 -4.8217 0.6358 0.00 0.05 -0.02 0.00
C -1.9247 -5.9235 -0.1256 0.00 0.00 -0.01 0.00
C -1.4504 -5.7287 -1.3913 0.01 -0.06 0.02 0.00
C -1.4298 -4.4298 -1.9315 -0.06 0.05 -0.03 0.03
N -1.8533 -3.3977 -1.2491 0.09 0.07 0.01 0.04
C -2.3015 -3.5562 0.0184 0.02 -0.09 -0.01 -0.01
C -2.6772 -2.3387 0.6931 -0.03 0.03 0.09 -0.03
O -2.5243 -1.1955 0.1090 0.02 0.02 -0.19 0.06
H -3.6654 -3.7953 3.6102 0.00 -0.01 0.00 0.00
H -1.9561 -6.9132 0.3102 0.00 0.00 -0.01 0.00
H -1.0893 -6.5574 -1.9843 0.00 0.00 0.00 0.00
H -1.0543 -4.2260 -2.9258 0.02 0.00 0.00 0.00
Cl 0.9952 3.7661 -5.9644 0.01 0.02 0.00 0.00
C 0.2359 2.3671 -5.2962 0.00 -0.05 -0.02 0.01
C -0.5870 2.4763 -4.1829 0.01 -0.01 0.00 0.00
Cl -0.8641 4.0171 -3.4592 0.00 0.01 0.01 0.00
C -1.1761 1.3433 -3.6382 -0.02 0.03 0.00 0.00
Cl -2.1932 1.4780 -2.2454 -0.09 0.12 -0.02 0.03
C -0.9643 0.0524 -4.1610 0.18 -0.07 -0.04 0.00
O -1.4631 -1.0198 -3.6481 -0.24 0.24 0.06 -0.01
C -0.1443 -0.0232 -5.3136 0.00 0.00 0.05 0.00
Cl 0.1101 -1.5801 -5.9913 0.00 -0.02 -0.01 0.00
C 0.4421 1.1049 -5.8616 -0.01 0.04 0.02 0.00
Cl 1.4535 0.9564 -7.2503 0.01 0.00 -0.01 0.00
O -4.8098 -1.6941 -4.0896 -0.17 -0.01 0.08 0.00
N -4.3466 -0.8797 -3.3506 0.20 0.09 -0.19 0.01
O -3.7944 -1.4030 -2.2648 -0.15 -0.23 0.05 0.02
C -1.9370 4.0231 5.5516 0.00 0.01 0.01 0.00
C -1.4431 3.1421 4.4356 0.00 -0.01 0.01 0.02
C -1.0673 1.8277 4.6704 -0.01 0.00 0.00 -0.01
C -0.6279 0.9959 3.6439 0.01 0.00 -0.02 -0.06
C -0.2304 -0.4177 3.9903 -0.01 -0.01 0.01 0.02
C -0.5528 1.5072 2.3413 0.04 0.03 -0.01 0.15
Te 0.1499 0.0909 0.8097 -0.08 -0.04 0.08 0.57
N -0.1132 -0.9450 -1.2195 -0.08 0.17 -0.08 0.18
C 0.8936 -1.6740 -1.7274 0.00 -0.08 0.02 -0.03
O 0.7776 -2.5198 -2.6203 -0.01 0.03 0.05 0.05
C 2.2743 -1.4357 -1.1615 0.06 -0.03 -0.06 0.01
C 3.1983 -0.7002 -1.8974 0.01 0.00 0.01 0.00
C 4.4634 -0.4553 -1.3890 0.00 0.00 -0.01 0.00
C 4.8263 -0.9639 -0.1471 -0.01 -0.01 0.00 0.00
C 3.9223 -1.7298 0.5738 0.01 0.01 -0.01 0.00
C 2.6488 -1.9637 0.0684 0.01 -0.01 0.00 0.00
C 1.5622 1.4596 0.0305 0.00 -0.01 0.05 0.02
C 1.4168 1.8868 -1.2823 0.01 0.03 0.01 -0.02
C 2.3023 2.7978 -1.8327 0.00 -0.01 0.00 -0.01
C 3.3496 3.2778 -1.0592 0.00 0.00 0.00 0.00
C 3.5031 2.8370 0.2456 0.01 -0.02 0.00 0.00
C 2.6193 1.9214 0.8172 0.02 -0.01 -0.01 -0.04
C 2.8355 1.4658 2.2339 -0.01 0.01 0.01 0.03
C -0.9413 2.8252 2.0782 0.03 0.00 0.00 -0.08
C -0.8914 3.4291 0.7021 0.01 0.03 0.00 0.05
C -1.3728 3.6212 3.1351 -0.02 0.00 -0.01 -0.01
H -1.8397 3.5276 6.5174 0.00 0.00 0.00 0.00
H -2.9891 4.2792 5.4103 0.00 0.00 0.00 0.00
H -1.3765 4.9588 5.5923 0.00 0.00 0.00 0.00
H -1.1233 1.4300 5.6789 0.00 0.00 0.00 0.00
H -0.4467 -0.6225 5.0389 0.01 0.00 0.00 0.00
H 0.8365 -0.5842 3.8220 0.00 0.00 -0.01 -0.01
H -0.7737 -1.1518 3.3933 0.00 0.00 0.00 0.00
H 2.9099 -0.3063 -2.8648 0.00 0.00 0.00 0.00
H 5.1666 0.1396 -1.9588 0.00 0.00 0.00 0.00
H 5.8142 -0.7693 0.2523 0.00 0.00 0.00 0.00
H 4.2049 -2.1447 1.5339 0.00 0.00 0.00 0.00
H 1.9407 -2.5582 0.6338 0.01 -0.01 -0.01 0.00
H 0.6115 1.4845 -1.8787 -0.03 -0.02 -0.03 0.04
H 2.1736 3.1261 -2.8573 0.00 0.00 0.00 0.00
H 4.0530 3.9891 -1.4743 0.00 0.00 0.00 0.00
H 4.3345 3.1992 0.8404 0.00 0.00 0.00 0.00
H 3.8588 1.6710 2.5491 0.00 0.02 0.00 0.00
H 2.6620 0.3913 2.3282 0.01 0.01 0.00 -0.01
H 2.1537 1.9720 2.9221 -0.01 -0.01 -0.01 -0.01
H -1.1298 2.6994 -0.0684 -0.02 -0.01 -0.01 0.00
H 0.1054 3.8162 0.4769 0.00 0.00 0.00 0.00
H -1.6001 4.2541 0.6217 0.00 0.00 0.00 0.00
H -1.6745 4.6440 2.9284 0.00 0.00 0.00 0.00